A 2-piece molecular cluster, C8H19B3INO4 overall at a distorted geometry. Source: OMol25; level of theory: ωB97M-V/def2-TZVPD.

The frontier orbital gap comes out at 7.7 eV. As for the SMILES: O=C(I)CB1OBOBO1.CCN(CC)CC. The value obtained for the HOMO energy is -8.25 eV. The calculation puts the calculated total energy at -1044.3081 a.u. For the max |F|, the calculation gives 9.4 eV/Å. Its spin multiplicity is 1. As for the molecular weight: 352.58 g/mol.

Geometry as XYZ:
```
36
C8H19B3INO4 ωB97M-V/def2-TZVPD
O 0.26 5.13 -1.25
C -0.37 3.99 -1.61
I -2.39 4.00 -2.53
C 0.46 2.56 -1.35
B 1.20 2.24 -2.81
O 1.13 0.92 -3.50
B 0.96 1.31 -4.95
O 2.22 1.83 -5.59
B 2.74 2.85 -4.61
O 1.93 3.35 -3.47
H 1.28 2.67 -0.51
H -0.31 1.71 -1.03
H -0.08 1.27 -5.52
H 3.86 3.21 -4.83
C -1.13 -3.35 3.78
C -0.39 -2.95 2.50
N -1.17 -2.10 1.61
C -0.57 -1.96 0.28
C 0.78 -1.25 0.18
C -1.70 -0.86 2.19
C -0.70 0.12 2.79
H -2.09 -3.83 3.55
H -0.53 -4.07 4.35
H -1.32 -2.49 4.43
H -0.15 -3.89 1.98
H 0.56 -2.49 2.78
H -1.28 -1.44 -0.39
H -0.46 -2.96 -0.15
H 0.68 -0.17 0.31
H 1.21 -1.42 -0.81
H 1.50 -1.63 0.92
H -2.43 -1.13 2.97
H -2.31 -0.33 1.44
H 0.05 -0.37 3.41
H -1.23 0.83 3.43
H -0.20 0.70 2.02
```

---

C8H19CdGeNOSSe3Te as an isolated structure at a distorted geometry. Source: OMol25; level of theory: ωB97M-V/def2-TZVPD.

The frontier orbital gap comes out at 6.6 eV. The value obtained for the HOMO energy is -7.79 eV. The calculation puts the calculated total energy at -10561.2724 a.u. For the max |F|, the calculation gives 1.2 eV/Å. Its spin multiplicity is 1. As for the molecular weight: 726.82 g/mol. Its relative energy (zero: lowest compared OMol25 entry of this formula, charge and spin) is 3.818 eV.

Geometry as XYZ:
```
36
C8H19CdGeNOSSe3Te ωB97M-V/def2-TZVPD
Cd -3.25 -0.02 -0.19
Se -4.82 2.01 1.02
Se -7.88 1.36 -0.65
Te -7.08 2.04 -3.85
Se -5.08 0.58 -3.54
O -8.08 1.04 -2.46
S -5.63 2.02 -0.98
N -4.80 0.86 -1.68
C 3.92 -2.17 -1.78
C 2.59 -1.55 -2.19
C 1.73 -1.21 -0.97
C 0.39 -0.60 -1.37
Ge -0.80 -0.27 0.23
C -0.25 1.39 1.24
C 1.14 1.38 1.88
C 1.30 0.24 2.87
C 2.68 0.20 3.52
H 4.52 -2.41 -2.65
H 3.75 -3.09 -1.21
H 4.48 -1.48 -1.15
H 2.05 -2.25 -2.83
H 2.77 -0.64 -2.77
H 2.28 -0.51 -0.33
H 1.56 -2.12 -0.39
H -0.13 -1.28 -2.06
H 0.55 0.34 -1.90
H -0.54 -1.48 1.13
H -1.01 1.57 2.01
H -0.32 2.23 0.53
H 1.29 2.34 2.40
H 1.90 1.31 1.10
H 1.15 -0.71 2.34
H 0.53 0.32 3.64
H 3.46 0.08 2.77
H 2.74 -0.63 4.21
H 2.87 1.12 4.07
```

---

C8H19N2O4Se2Tc as an isolated structure. Source: OMol25; level of theory: ωB97M-V/def2-TZVPD.

The frontier orbital gap (alpha / beta) comes out at 7.7 / 6.7 eV. The value obtained for the HOMO energy (alpha / beta) is -19.19 / -19.53 eV. The calculation puts the calculated total energy at -5609.0619 a.u. The charge is +3. For the max |F|, the calculation gives 0.9 eV/Å. Its spin multiplicity is 4. As for the molecular weight: 463.17 g/mol. Its relative energy (zero: lowest compared OMol25 entry of this formula, charge and spin) is 1.693 eV.

Geometry as XYZ:
```
36
C8H19N2O4Se2Tc ωB97M-V/def2-TZVPD
Tc -0.71 0.58 -0.36
C -1.07 -4.82 -4.11
Se -0.83 -2.94 -3.78
C 0.99 -2.88 -3.03
C 1.13 -2.49 -1.56
Se 1.36 -0.55 -1.27
C 2.52 -0.64 0.30
H -0.98 -4.95 -5.19
H -2.09 -5.06 -3.81
H -0.33 -5.40 -3.57
H 1.54 -2.21 -3.69
H 1.39 -3.89 -3.17
H 2.10 -2.86 -1.25
H 0.38 -2.91 -0.90
H 3.46 -1.07 -0.04
H 2.06 -1.25 1.07
H 2.68 0.38 0.63
C -0.78 3.47 4.15
N -0.77 2.87 2.79
C -1.07 3.79 1.69
C -0.47 1.62 2.64
C -0.16 0.73 3.80
O -0.42 1.08 1.45
H -0.93 4.54 4.04
H 0.17 3.29 4.65
H -1.61 3.05 4.73
H -1.96 4.35 1.96
H -1.25 3.25 0.77
H -0.23 4.48 1.57
H 0.83 0.98 4.19
H -0.17 -0.31 3.47
H -0.88 0.86 4.60
O -1.15 2.42 -3.50
N -0.90 1.30 -3.38
O -0.37 0.43 -3.95
O -1.48 0.73 -1.97
```

---

A 2-piece molecular cluster, C8H19N3O overall at a distorted geometry. Source: OMol25; level of theory: ωB97M-V/def2-TZVPD.

The frontier orbital gap comes out at 9.1 eV. As for the SMILES: C=CCNN=C.CNCCOC. The value obtained for the HOMO energy is -8.08 eV. The calculation puts the calculated total energy at -555.5953 a.u. For the max |F|, the calculation gives 1.1 eV/Å. Its spin multiplicity is 1. As for the molecular weight: 173.26 g/mol. Its relative energy (zero: lowest compared OMol25 entry of this formula, charge and spin) is 2.796 eV.

Geometry as XYZ:
```
31
C8H19N3O ωB97M-V/def2-TZVPD
C 3.32 -0.38 -1.37
C 2.34 -0.05 -2.18
C 1.40 -1.10 -2.70
N 0.05 -0.63 -2.46
N -1.02 -1.39 -2.79
C -2.15 -0.83 -2.94
H 3.51 -1.42 -1.17
H 3.92 0.33 -0.80
H 2.15 0.98 -2.47
H 1.56 -2.10 -2.21
H 1.61 -1.27 -3.78
H -0.08 0.36 -2.24
H -3.02 -1.43 -3.15
H -2.25 0.26 -3.01
C -1.72 1.10 3.97
N -1.40 0.98 2.56
C -0.85 -0.33 2.21
C -0.74 -0.47 0.70
O -0.35 0.75 0.08
C 0.86 1.28 0.59
H -2.35 1.99 4.14
H -2.21 0.22 4.40
H -0.78 1.27 4.50
H -2.22 1.16 1.99
H -1.48 -1.14 2.59
H 0.12 -0.45 2.68
H -0.04 -1.29 0.45
H -1.72 -0.72 0.28
H 1.51 0.48 0.93
H 1.38 1.82 -0.22
H 0.66 1.99 1.43
```

---

C8H19N3O3Sn as an isolated structure at a distorted geometry. Source: OMol25; level of theory: ωB97M-V/def2-TZVPD.

The frontier orbital gap comes out at 6.6 eV. The value obtained for the HOMO energy is -16.13 eV. The calculation puts the calculated total energy at -919.9793 a.u. The charge is +2. For the max |F|, the calculation gives 2.6 eV/Å. Its spin multiplicity is 1. As for the molecular weight: 323.97 g/mol. Its relative energy (zero: lowest compared OMol25 entry of this formula, charge and spin) is 0.000 eV.

Geometry as XYZ:
```
34
C8H19N3O3Sn ωB97M-V/def2-TZVPD
Sn 0.75 0.67 -1.60
C -0.66 -3.28 0.56
C -0.28 -3.13 -0.89
O 0.26 -2.07 -1.30
N -0.60 -4.12 -1.70
C -0.41 -4.12 -3.15
H -0.75 -4.31 0.89
H -1.55 -2.68 0.75
H 0.12 -2.83 1.17
H -1.09 -4.91 -1.31
H 0.38 -4.81 -3.44
H -0.03 -3.14 -3.43
H -1.35 -4.35 -3.64
C -0.01 0.15 3.22
C -0.74 0.47 1.94
O -0.18 0.92 0.92
N -2.03 0.15 1.96
C -2.88 0.04 0.78
H -0.11 1.00 3.90
H 1.06 0.08 3.06
H -0.44 -0.68 3.77
H -2.50 0.00 2.84
H -2.40 -0.52 -0.02
H -3.09 1.02 0.35
H -3.79 -0.44 1.13
O 1.13 3.30 -0.87
C 2.14 4.03 -0.76
N 3.34 3.55 -0.46
C 2.01 5.51 -0.93
H 4.12 4.19 -0.48
H 3.47 2.56 -0.35
H 1.15 5.94 -0.42
H 2.08 5.81 -1.97
H 2.89 6.03 -0.52
```

---

C8H19N8OOsS as an isolated structure at a distorted geometry. Source: OMol25; level of theory: ωB97M-V/def2-TZVPD.

The frontier orbital gap (alpha / beta) comes out at 9.0 / 6.6 eV. The value obtained for the HOMO energy (alpha / beta) is -19.56 / -19.87 eV. The calculation puts the calculated total energy at -1317.2754 a.u. The charge is +3. For the max |F|, the calculation gives 4.9 eV/Å. Its spin multiplicity is 5. As for the molecular weight: 465.59 g/mol. Its relative energy (zero: lowest compared OMol25 entry of this formula, charge and spin) is 0.574 eV.

Geometry as XYZ:
```
38
C8H19N8OOsS ωB97M-V/def2-TZVPD
Os 6.82 7.33 7.15
N 6.04 6.46 5.33
C 5.66 5.05 5.69
C 4.97 5.00 6.95
N 5.71 5.76 8.03
C 6.67 4.87 8.80
C 7.84 4.41 7.99
N 8.46 5.65 7.38
H 6.69 6.56 4.55
H 5.19 7.01 5.00
H 5.10 4.54 4.85
H 6.54 4.41 5.60
H 4.07 5.58 6.87
H 4.73 3.98 7.29
H 4.98 6.10 8.68
H 6.94 5.48 9.64
H 6.21 3.89 9.11
H 8.53 3.87 8.69
H 7.51 3.72 7.24
H 9.21 5.96 8.00
H 8.85 5.41 6.47
C 7.39 13.47 6.72
C 7.80 12.30 7.52
N 8.90 12.10 8.15
N 8.82 10.87 8.75
C 7.72 10.22 8.40
S 7.10 8.70 9.04
N 6.96 11.15 7.70
N 5.62 10.89 7.32
H 6.48 13.27 6.17
H 8.17 13.68 5.96
H 7.14 14.40 7.26
H 9.59 10.52 9.26
H 5.50 11.22 6.38
H 5.08 11.49 7.96
O 9.36 9.78 4.88
C 8.62 9.10 5.48
N 7.84 8.33 5.97
```

---

A 2-piece molecular cluster, C8H19NO overall at a distorted geometry. Source: OMol25; level of theory: ωB97M-V/def2-TZVPD.

The frontier orbital gap comes out at 10.1 eV. As for the SMILES: CCN(C)C(C)=O.CCC. The value obtained for the HOMO energy is -9.37 eV. The calculation puts the calculated total energy at -446.0531 a.u. For the max |F|, the calculation gives 7.9 eV/Å. Its spin multiplicity is 1. As for the molecular weight: 145.25 g/mol. Its relative energy (zero: lowest compared OMol25 entry of this formula, charge and spin) is 4.889 eV.

Geometry as XYZ:
```
29
C8H19NO ωB97M-V/def2-TZVPD
C 1.41 -1.85 2.13
C 0.36 -0.81 2.55
N 0.26 0.27 1.48
C 1.55 1.10 1.60
C -1.05 0.75 1.18
C -2.31 0.06 1.48
O -1.30 1.70 0.38
H 2.45 -1.72 2.75
H 1.25 -1.81 1.02
H 1.33 -2.80 2.56
H -0.67 -1.25 2.55
H 0.85 -0.23 3.35
H 2.13 0.81 2.61
H 2.15 0.96 0.84
H 1.56 2.18 2.08
H -3.07 0.85 1.69
H -2.78 -0.69 0.77
H -2.10 -0.76 2.22
C -0.45 -0.92 -2.73
C -0.75 0.61 -3.11
C 0.56 1.32 -3.32
H -1.45 -1.39 -2.64
H 0.11 -0.93 -1.84
H 0.02 -1.59 -3.48
H -1.53 0.74 -3.84
H -1.22 1.01 -2.25
H 1.09 1.59 -2.37
H 1.27 0.66 -3.69
H 0.36 2.14 -3.97
```

---

One molecule with the formula C8H19NOSi at a distorted geometry. Source: OMol25; level of theory: ωB97M-V/def2-TZVPD.

The frontier orbital gap comes out at 8.8 eV. As for the SMILES: C/N=C(/C)[C@@](C)(O)[Si](C)(C)C. The value obtained for the HOMO energy is -8.10 eV. The calculation puts the calculated total energy at -735.5873 a.u. For the max |F|, the calculation gives 6.5 eV/Å. Its spin multiplicity is 1. As for the molecular weight: 173.33 g/mol. Its relative energy (zero: lowest compared OMol25 entry of this formula, charge and spin) is 2.956 eV.

Geometry as XYZ:
```
30
C8H19NOSi ωB97M-V/def2-TZVPD
C 2.06 -2.18 -0.18
N 2.36 -0.90 0.30
C 1.76 0.22 0.21
C 2.11 1.44 0.95
C 0.36 0.45 -0.72
C 0.09 1.88 -1.10
O 0.46 -0.15 -1.99
Si -1.19 -0.30 0.19
C -1.44 -2.14 -0.50
C -2.62 0.99 -0.29
C -1.14 -0.20 2.22
H 1.52 -2.61 0.55
H 2.85 -2.84 -0.42
H 1.42 -2.04 -1.20
H 3.03 1.21 1.47
H 1.14 1.78 1.60
H 2.41 2.21 0.32
H -0.74 1.97 -1.68
H 0.98 2.29 -1.67
H 0.01 2.51 -0.34
H 1.15 0.37 -2.49
H -1.14 -2.14 -1.49
H -0.81 -2.74 -0.02
H -2.48 -2.37 -0.19
H -2.38 1.96 -0.18
H -2.91 1.02 -1.26
H -3.55 0.84 0.44
H -2.15 -0.36 2.43
H -0.48 -0.95 2.61
H -0.68 0.78 2.43
```